Record 1
Below is a molecular structure, C7H8, with properties calculated with ωB97M-V with the def2-TZVPD basis set.

The geometry in XYZ format:
```
15
Properties=species:S:1:pos:R:3:forces:R:3
C 1.518 -0.274 -0.251 1.2 0.9 -0.8
C 0.770 -1.302 -0.068 -1.4 -3.1 0.6
C -1.663 -0.767 -0.396 1.2 -0.3 0.8
C -1.536 0.541 -0.327 -2.1 1.5 -0.6
C 0.840 1.019 -0.063 2.7 2.8 0.1
C -0.523 -0.974 0.597 1.1 2.5 -2.6
C -0.428 0.714 0.638 -1.0 -2.8 0.4
H 2.420 -0.337 -0.778 1.5 0.0 -0.6
H 0.975 -2.364 -0.343 0.2 1.0 0.2
H -2.130 -1.492 -1.031 -0.5 0.0 -0.2
H -2.069 1.327 -0.840 -0.1 0.2 -0.3
H 1.464 1.805 0.568 -1.0 -1.5 -1.5
H 0.801 1.377 -1.162 -0.6 0.2 1.7
H -0.614 -1.595 1.391 -1.0 -1.5 3.0
H -0.546 1.181 1.616 -0.3 0.1 -0.3
```
Forces are in eV/Å.

- LUMO energy: 1.2 eV
- ΔE to the lowest compared entry with this formula, charge and spin: 75.15 kcal/mol
- Highest occupied orbital energy: -0.332 Eh
- HOMO-LUMO gap: 10.26 eV

Record 2
Below is C4H7N3 in the gas phase, with properties calculated with ωB97M-V with the def2-TZVPD basis set.

The geometry in XYZ format:
```
14
Properties=species:S:1:pos:R:3:forces:R:3
H 2.443 -1.355 -1.088 -0.1 0.0 0.0
N 1.515 -1.257 -0.685 0.1 0.3 0.1
C 1.409 -0.170 -0.024 -0.1 -0.2 0.0
C 2.499 0.804 0.096 0.8 0.6 0.0
N 3.371 1.562 0.149 -0.9 -0.7 0.0
N 0.282 0.200 0.651 0.1 0.1 -0.1
C -0.977 -0.507 0.477 -0.1 -0.1 0.0
C -1.974 0.294 -0.354 0.0 0.0 0.0
H 0.252 1.136 1.026 0.1 -0.1 0.0
H -0.733 -1.452 -0.012 -0.1 0.1 0.1
H -1.394 -0.740 1.464 0.1 0.0 -0.1
H -1.544 0.556 -1.326 -0.1 -0.1 0.1
H -2.265 1.220 0.154 0.1 -0.1 -0.1
H -2.884 -0.290 -0.527 0.1 0.1 0.0
```
Forces are in eV/Å.

- LUMO energy: 0.8 eV
- ΔE to the lowest compared entry with this formula, charge and spin: 9.90 kcal/mol
- SMILES: [H]/N=C(\C#N)NCC
- Highest occupied orbital energy: -0.354 Eh
- HOMO-LUMO gap: 10.42 eV

Record 3
Below is a molecular structure, C18H10AuBrF2N2O3, with properties calculated with ωB97M-V with the def2-TZVPD basis set.

The geometry in XYZ format:
```
37
Properties=species:S:1:pos:R:3:forces:R:3
Au -0.143 0.351 -0.389 0.8 -0.2 0.1
F 0.550 0.730 4.882 0.0 0.0 0.0
C 0.130 -0.034 3.862 0.0 0.0 0.1
C 0.220 0.453 2.573 0.0 0.1 -0.1
C -0.230 -0.342 1.539 -0.2 -0.2 -0.3
C -0.764 -1.632 1.736 0.0 0.0 -0.1
C -0.809 -2.040 3.070 0.0 -0.1 0.0
F -1.279 -3.262 3.400 0.0 0.0 0.0
C -0.384 -1.276 4.136 0.0 -0.1 0.1
C -1.210 -2.516 0.596 0.1 0.2 0.0
C -1.831 -3.757 0.754 0.0 0.0 0.0
C -2.188 -4.485 -0.368 0.0 0.0 0.0
C -1.930 -3.985 -1.632 0.0 0.0 0.0
C -1.314 -2.749 -1.707 0.0 0.0 0.1
N -0.972 -2.048 -0.633 0.0 -0.1 -0.1
H 0.640 1.435 2.404 0.0 0.0 0.0
H -0.449 -1.658 5.146 0.0 0.0 0.0
H -2.038 -4.160 1.728 0.0 0.0 0.0
H -2.669 -5.447 -0.247 0.0 0.0 0.0
H -2.194 -4.529 -2.529 0.0 0.0 0.0
H -1.073 -2.302 -2.667 0.0 0.0 0.0
Br 0.016 0.944 -3.168 0.0 0.1 0.2
C 0.957 2.445 -2.408 0.0 0.0 0.0
C 0.457 3.707 -2.681 0.1 0.0 0.0
C 1.116 4.807 -2.155 0.0 0.0 0.0
C 2.262 4.628 -1.391 0.0 0.0 0.0
C 2.748 3.353 -1.150 0.0 0.1 0.0
C 2.092 2.228 -1.641 -0.1 0.0 0.0
C 2.677 0.860 -1.320 -0.2 -0.3 -0.2
O 3.829 0.650 -1.636 0.0 0.1 0.2
O 1.896 0.002 -0.733 0.1 0.1 0.0
H -0.427 3.826 -3.292 0.0 0.0 0.0
H 0.738 5.802 -2.353 0.0 0.0 0.0
H 2.783 5.488 -0.990 0.0 0.0 0.0
H 3.655 3.203 -0.579 0.0 0.0 0.0
O -2.868 0.364 0.164 -0.1 -0.2 0.2
N -1.996 0.946 -0.323 -0.6 0.5 -0.2
```
Forces are in eV/Å.

- LUMO energy: -0.9 eV
- ΔE to the lowest compared entry with this formula, charge and spin: 17.52 kcal/mol
- Highest occupied orbital energy: -0.313 Eh
- HOMO-LUMO gap: 7.65 eV

Record 4
Below is a gas-phase ion, C4H11N2S (charge -1), with properties calculated with ωB97M-V with the def2-TZVPD basis set.

The geometry in XYZ format:
```
18
Properties=species:S:1:pos:R:3:forces:R:3
C -0.506 -2.286 1.382 -0.7 -0.3 0.2
N -0.141 -1.593 0.179 0.2 0.7 -0.1
C -0.369 -0.147 0.316 0.2 -0.2 -0.6
C 0.060 0.731 -0.879 0.6 -0.9 0.5
N 1.378 0.289 -1.384 -0.1 1.0 -0.3
C 0.055 2.196 -0.390 -0.7 -0.7 -0.6
S 0.320 3.451 -1.673 0.1 -0.1 0.0
H 0.070 -1.910 2.233 0.2 -0.1 -0.1
H -0.352 -3.361 1.269 0.2 0.0 0.1
H -1.568 -2.168 1.684 0.1 0.1 -0.1
H -0.663 -1.930 -0.617 0.0 -0.2 -0.1
H -1.442 0.055 0.457 0.0 0.1 0.5
H 0.216 0.166 1.185 -0.2 0.1 0.2
H -0.651 0.531 -1.687 -0.1 0.5 -0.1
H 1.680 1.117 -1.915 -0.1 -0.2 -0.4
H 2.018 0.357 -0.604 0.2 -0.4 0.5
H -0.943 2.281 0.068 0.3 0.5 0.3
H 0.839 2.222 0.376 -0.1 0.2 0.2
```
Forces are in eV/Å.

- LUMO energy: 3.5 eV
- ΔE to the lowest compared entry with this formula, charge and spin: 17.29 kcal/mol
- SMILES: CNC[C@H](N)C[S-]
- Highest occupied orbital energy: -0.092 Eh
- Charge: -1
- HOMO-LUMO gap: 5.96 eV

Record 5
Below is 3 unconnected molecules or ions with the total composition C37H54N3O5Si, with properties calculated with ωB97M-V with the def2-TZVPD basis set.

The geometry in XYZ format:
```
100
Properties=species:S:1:pos:R:3:forces:R:3
C 1.006 -1.328 1.794 0.4 0.2 0.6
C 2.169 -1.777 0.784 2.1 0.4 2.2
C 3.240 -2.615 1.694 -0.5 0.6 -0.2
C 2.951 -0.461 0.289 0.1 0.3 -0.4
C 2.989 -0.311 -1.310 -0.5 -0.7 0.0
C 3.613 1.070 -1.841 0.7 0.1 0.5
C 3.310 2.351 -0.916 -0.2 0.0 0.3
C 1.750 2.693 -0.753 -0.1 0.2 -0.5
C 1.441 4.144 -0.124 -0.9 -1.1 0.0
C 0.237 4.879 -0.927 1.2 1.0 -0.2
C 0.882 6.050 -1.837 0.7 -0.2 0.3
C 1.532 5.522 -3.205 -0.3 0.6 -0.4
C 0.454 5.206 -4.372 0.8 0.3 -0.1
Si 1.212 3.914 -5.619 -0.6 -0.6 0.6
C 0.413 3.987 -7.356 -0.9 -0.2 -0.9
C 0.725 2.182 -4.875 0.9 -0.3 0.2
C 3.124 3.995 -5.606 4.9 -0.5 0.0
C 3.985 5.288 -5.526 1.4 -1.9 0.0
C 5.533 5.341 -5.472 -1.9 -3.9 -0.1
C 6.311 3.986 -5.488 -4.3 0.2 -0.2
C 5.477 2.657 -5.593 -1.7 2.6 0.2
C 3.912 2.637 -5.650 2.2 3.5 0.2
C 1.490 -0.613 -1.849 0.7 1.0 1.4
C 0.946 -2.050 -1.378 -0.8 -0.3 -3.3
C 1.070 -3.029 -2.689 -0.1 -0.8 0.7
C -0.626 -1.919 -1.082 -0.6 0.3 -0.5
N 1.746 -2.710 -0.304 -2.3 1.2 2.1
O 1.121 -3.723 0.255 1.0 0.5 -1.4
H 0.502 -2.219 2.326 0.7 1.4 -1.3
H 0.245 -0.594 1.345 1.0 -1.3 0.6
H 1.529 -0.739 2.643 -0.8 -0.9 -1.4
H 3.991 -3.143 0.998 -1.2 0.7 1.2
H 2.660 -3.328 2.368 1.0 0.7 -1.1
H 3.801 -1.868 2.362 -0.8 -1.1 -1.0
H 2.446 0.434 0.822 0.8 -1.3 -1.2
H 4.034 -0.486 0.668 -1.5 0.0 -0.5
H 3.685 -1.155 -1.695 -1.2 1.2 0.5
H 3.327 1.264 -2.945 0.3 -0.3 1.8
H 4.763 0.931 -1.832 -1.8 0.3 -0.1
H 3.779 2.193 0.130 -0.7 0.2 -1.6
H 3.838 3.280 -1.348 -0.8 -1.4 0.5
H 1.183 1.924 -0.122 1.0 0.9 -1.0
H 1.292 2.653 -1.810 0.6 0.0 1.5
H 2.417 4.736 -0.123 -1.5 -0.5 0.1
H 1.053 3.983 0.954 1.0 0.4 -1.6
H -0.297 4.165 -1.642 0.5 0.8 1.3
H -0.475 5.344 -0.151 0.9 -0.8 -1.4
H 0.149 6.895 -2.071 0.9 -1.2 0.3
H 1.748 6.491 -1.206 -1.5 -0.4 -1.0
H 2.218 6.353 -3.627 -1.0 -1.4 0.8
H 2.203 4.609 -3.058 -0.9 1.2 0.1
H 0.230 6.179 -4.954 -0.1 -1.5 1.1
H -0.482 4.703 -3.953 1.0 1.0 -0.6
H 0.929 4.678 -8.104 -0.8 -0.8 1.1
H -0.690 4.311 -7.211 1.7 -0.3 -0.3
H 0.347 2.945 -7.853 0.3 1.6 0.9
H 0.953 1.342 -5.630 -0.7 1.2 1.1
H -0.367 2.172 -4.515 1.7 -0.2 -0.6
H 1.463 2.014 -4.000 -1.4 0.1 -1.1
H 3.435 6.294 -5.480 0.9 -1.7 -0.1
H 6.083 6.339 -5.406 -0.9 -1.7 -0.1
H 7.446 3.994 -5.421 -1.8 -0.2 -0.1
H 5.996 1.642 -5.596 -0.6 1.7 0.0
H 3.341 1.641 -5.722 1.1 1.8 0.2
H 0.817 0.184 -1.352 1.0 -1.1 -1.0
H 1.470 -0.453 -2.981 -0.2 -0.5 1.6
H 1.719 -3.942 -2.421 -1.0 1.4 -0.4
H 0.019 -3.428 -2.948 1.8 0.6 0.2
H 1.555 -2.512 -3.582 -0.8 -0.6 1.2
H -0.915 -1.008 -0.443 0.6 -1.5 -0.8
H -1.114 -2.870 -0.668 1.0 1.3 -0.4
H -1.132 -1.738 -2.109 0.9 -0.2 1.6
C -2.320 -5.106 6.332 0.0 0.0 0.0
C -1.110 -4.834 5.700 -0.2 0.2 0.0
C -0.856 -3.560 5.200 0.1 0.0 0.0
C -1.820 -2.565 5.344 -0.1 -0.8 0.3
C -3.037 -2.833 5.969 -0.1 0.0 0.0
C -3.283 -4.110 6.463 0.2 0.0 -0.1
N -1.547 -1.216 4.841 0.1 0.6 -0.2
O -0.477 -1.023 4.282 -0.6 -0.1 0.4
O -2.403 -0.359 5.013 0.4 -0.4 -0.1
H -2.512 -6.099 6.725 0.0 0.1 0.0
H -0.363 -5.614 5.599 -0.1 0.1 0.0
H 0.091 -3.361 4.710 -0.2 0.2 0.0
H -3.794 -2.065 6.080 0.3 0.0 -0.1
H -4.226 -4.329 6.954 0.1 0.0 0.0
C -9.316 -4.573 4.772 0.0 0.0 0.0
C -9.643 -5.762 5.418 0.2 0.2 0.0
C -8.868 -6.213 6.481 0.0 -0.1 0.0
C -7.768 -5.463 6.891 -0.5 0.3 -0.7
C -7.430 -4.276 6.243 0.1 0.1 0.0
C -8.209 -3.834 5.180 -0.1 -0.2 0.1
N -6.963 -5.922 8.026 0.3 -0.3 0.5
O -7.278 -6.977 8.558 0.2 0.6 -0.3
O -6.024 -5.222 8.380 -0.4 -0.3 -0.2
H -9.926 -4.221 3.946 0.1 0.0 0.1
H -10.506 -6.335 5.094 0.1 0.0 0.1
H -9.134 -7.141 6.976 0.2 0.2 0.1
H -6.573 -3.689 6.554 -0.1 -0.2 0.1
H -7.957 -2.910 4.670 0.0 -0.1 0.1
```
Forces are in eV/Å.

- 2S+1: 2
- LUMO energy (alpha / beta): -0.8 / -0.8 eV
- Highest occupied orbital energy (alpha / beta): -0.318 / -0.324 Eh
- HOMO-LUMO gap (alpha / beta): 7.85 / 8.02 eV

Record 6
Below is a molecular structure, C22H38NO2P3PdS, with properties calculated with ωB97M-V with the def2-TZVPD basis set.

The geometry in XYZ format:
```
68
Properties=species:S:1:pos:R:3:forces:R:3
P -1.745 2.029 -1.283 -1.6 3.1 -1.3
C -3.335 2.269 -0.434 0.0 -0.7 0.6
H -3.834 3.127 -0.907 0.2 -0.2 0.0
H -3.154 2.477 0.629 -0.2 0.1 -0.4
H -3.959 1.370 -0.532 0.0 0.3 0.0
C -1.059 3.711 -1.215 0.7 0.0 0.4
H -0.226 3.829 -1.914 -0.3 0.0 0.2
H -0.715 3.905 -0.191 -0.1 0.2 -0.3
H -1.855 4.422 -1.481 0.1 -0.3 0.1
C -2.237 1.835 -3.018 0.4 -0.9 0.0
H -2.818 2.718 -3.316 0.1 -0.1 0.2
H -2.854 0.933 -3.125 0.1 0.3 -0.2
H -1.339 1.747 -3.641 -0.4 0.0 0.0
P 0.459 -2.301 -1.569 0.1 -2.4 -1.2
C -0.735 -3.578 -1.020 -0.2 0.5 0.3
H -0.443 -4.539 -1.475 0.0 0.4 0.1
H -1.753 -3.317 -1.340 0.3 -0.2 0.1
H -0.694 -3.662 0.074 -0.1 -0.1 -0.3
C 0.257 -2.348 -3.372 0.0 0.3 -0.1
H 1.061 -1.796 -3.864 -0.2 -0.2 0.0
H -0.707 -1.905 -3.646 0.2 -0.1 -0.1
H 0.284 -3.393 -3.706 0.0 0.2 0.1
C 2.047 -3.133 -1.268 0.2 0.3 0.3
H 2.095 -4.040 -1.887 -0.1 0.2 0.1
H 2.117 -3.412 -0.210 0.0 0.0 -0.2
H 2.883 -2.476 -1.525 -0.1 -0.2 0.1
P 2.144 0.538 2.268 0.3 0.0 0.7
C 1.804 0.097 3.974 -0.1 -0.1 0.2
H 2.626 0.459 4.607 -0.2 0.0 -0.1
H 1.734 -0.993 4.081 0.2 0.2 0.0
H 0.867 0.562 4.307 0.2 0.0 -0.1
C 3.813 0.066 1.846 0.4 -0.1 -0.1
H 4.476 0.311 2.690 -0.2 -0.1 -0.2
H 4.162 0.611 0.965 -0.1 -0.1 0.2
H 3.866 -1.013 1.655 0.0 0.2 0.1
C 1.894 2.284 2.047 -0.1 0.5 -0.1
H 2.602 2.808 2.716 -0.2 -0.2 -0.2
H 0.873 2.576 2.320 0.3 0.0 0.0
H 2.100 2.585 1.014 -0.1 -0.1 0.3
Pd 0.381 -0.089 -0.755 1.4 0.6 -0.5
C -1.556 -0.332 -0.807 -4.5 -3.6 0.6
O -2.581 -0.904 -0.765 3.6 2.3 -0.3
C 1.025 -0.556 1.192 -0.2 -2.6 1.7
O 0.814 -1.656 1.697 0.4 2.6 -1.5
C 3.324 0.464 -1.576 0.5 0.1 0.0
C 3.037 1.755 -1.135 -0.1 0.0 0.1
C 2.005 2.485 -1.732 0.4 0.2 0.0
C 1.353 1.975 -2.860 -0.2 -0.1 0.2
C 1.648 0.688 -3.309 0.2 0.2 -0.5
C 2.677 -0.048 -2.705 -0.4 0.0 0.1
H 4.130 -0.111 -1.112 -0.1 0.2 -0.3
H 3.667 2.232 -0.379 -0.3 -0.2 -0.2
H 1.793 3.493 -1.376 0.2 -0.2 -0.2
H 0.679 2.611 -3.439 0.1 -0.3 0.2
H 1.152 0.317 -4.209 0.3 0.1 0.2
H 3.036 -0.972 -3.160 -0.2 0.1 0.2
S -1.333 0.828 2.001 -0.3 0.0 0.6
C -2.347 -0.389 2.612 -0.1 -0.6 0.4
N -1.812 -1.417 3.366 -0.7 -0.4 0.1
C -2.571 -2.418 3.900 1.4 0.8 -0.3
C -3.925 -2.484 3.627 -0.7 0.6 -0.4
C -4.514 -1.463 2.856 0.0 -0.5 0.3
C -3.736 -0.413 2.388 0.5 0.3 -0.3
H -0.793 -1.443 3.463 -0.4 0.0 0.2
H -2.030 -3.128 4.530 -0.3 0.1 -0.3
H -4.516 -3.317 4.004 0.1 0.2 0.0
H -5.577 -1.489 2.619 0.2 0.0 0.2
H -4.134 0.417 1.806 -0.2 -0.3 0.2
```
Forces are in eV/Å.

- 2S+1: 5
- LUMO energy (alpha / beta): -12.0 / -15.3 eV
- Highest occupied orbital energy (alpha / beta): -0.705 / -0.758 Eh
- Charge: +4
- HOMO-LUMO gap (alpha / beta): 7.22 / 5.28 eV

Number 1: F_max 3.9 eV/A, electronic energy -271.41169 Ha. Number 2: F_max 1.1 eV/A, electronic energy -320.86753 Ha. Number 3: F_max 0.8 eV/A, electronic energy -3936.48176 Ha. Number 4: F_max 1.2 eV/A, electronic energy -666.71901 Ha. Number 5: F_max 4.9 eV/A, electronic energy -2271.71537 Ha. Number 6: F_max 5.8 eV/A, electronic energy -2614.84571 Ha.